Entry from the OMol25 dataset: 11 unconnected molecules or ions with the total composition C23H53N6O21 (ωB97M-V/def2-TZVPD).

Last column: Löwdin charge in e.
Cartesian coordinates (Å):
O (1.3649, -1.7081, -2.9434)  0.034
O (2.5455, 3.5018, 0.6386)  0.173
O (-5.6292, -1.1858, 0.5683)  0.001
O (0.8763, -4.5688, 0.6932)  -0.098
O (1.6895, -1.5756, 5.4727)  0.177
O (-2.1464, 1.2658, 3.8464)  -0.136
O (-3.0437, 5.2958, 1.4078)  0.145
O (0.3697, 0.2579, -3.1412)  -0.066
O (0.8522, -0.4417, -0.2833)  0.052
O (-3.9660, 0.2545, -0.1029)  -0.024
O (-2.9330, -3.0321, -3.4404)  0.186
O (-3.5584, -1.8937, 0.2479)  -0.082
O (2.4465, 0.0519, -3.8646)  -0.005
O (5.3583, -3.4555, 1.4900)  0.202
O (1.0491, -3.2774, 2.6070)  0.047
O (-3.6531, 3.6704, -2.9653)  0.192
O (-2.8251, -0.8638, 3.6187)  0.070
O (2.4632, -4.9741, 2.0969)  -0.053
O (-1.0606, 0.6041, 0.3181)  -0.023
O (-0.2200, -0.9708, 1.6026)  -0.020
O (-3.6912, 0.5046, 5.2116)  0.010
N (-0.2659, -0.8621, 4.4006)  0.091
N (-1.6629, 3.8993, 2.5090)  0.106
N (-3.7281, 1.3734, -3.4673)  0.123
N (-0.7606, -3.4184, -2.6102)  0.115
N (2.4143, 4.8906, -1.1857)  0.108
N (5.1552, -3.5511, -0.7876)  0.097
C (-1.8060, -3.2115, -3.7092)  -0.401
C (1.4772, -4.2763, 1.7850)  -0.825
C (-4.4670, -0.9934, 0.2218)  -0.821
C (-0.8876, -2.0615, 5.0963)  0.042
C (2.3287, 3.5260, -0.5207)  -0.392
C (2.3915, 2.3156, -1.3771)  0.038
C (-0.4393, 3.9256, 1.5888)  0.020
C (-3.5446, 2.9756, 0.9545)  0.038
C (1.9574, 0.3525, 4.0904)  0.035
C (-2.9180, 0.3111, 4.2524)  -0.816
C (-2.9117, 4.1356, 1.6529)  -0.362
C (-1.3206, -3.7704, -1.2135)  0.041
C (3.9566, -4.3976, -1.2133)  0.064
C (1.1882, -0.7670, 4.7731)  -0.388
C (4.9790, -2.8708, 0.5221)  -0.413
C (-3.0256, 2.6873, -3.1187)  -0.367
C (1.4174, -0.4108, -3.3502)  -0.823
C (3.2344, 5.9341, -0.3970)  0.046
C (-3.1112, 0.0988, -2.9602)  0.013
C (4.1044, -1.6750, 0.6587)  0.035
C (-1.5370, 2.5913, -2.8614)  0.000
C (-1.2056, -3.0729, -5.0602)  0.023
C (-0.1701, -0.2329, 0.5982)  -0.746
H (-0.8528, -3.1555, -0.4479)  0.078
H (4.2963, -5.3252, -1.6712)  0.109
H (-2.2109, -0.5366, 2.9246)  0.097
H (-1.1834, 1.9461, -2.0515)  0.059
H (3.4480, -4.7387, -0.3025)  0.098
H (0.5685, 0.1056, -1.0386)  0.049
H (3.0302, -1.8727, 0.6614)  0.101
H (-0.7836, -0.0188, 4.6550)  0.130
H (2.2664, -2.0345, -2.8358)  0.101
H (2.5580, 6.3766, 0.3247)  0.104
H (-0.9245, 2.3804, -3.7391)  0.098
H (5.3295, -2.8427, -1.5030)  0.174
H (3.5872, 6.6235, -1.1626)  0.106
H (2.2824, 1.2069, 4.6793)  0.090
H (-2.4930, 0.4140, -2.1209)  0.063
H (0.4819, -2.7655, 2.0094)  0.056
H (2.7910, -0.0330, 3.5076)  0.081
H (-1.8665, -2.4258, -5.6410)  0.098
H (-4.6328, 1.5678, -3.0108)  0.190
H (-0.1940, -4.1827, -2.9687)  0.168
H (1.2547, 0.7397, 3.3431)  0.067
H (-3.0941, 2.8782, -0.0349)  0.081
H (-0.3628, 4.9550, 1.2520)  0.093
H (3.2820, 2.2986, -2.0091)  0.117
H (-1.9677, -1.9542, 5.0543)  0.093
H (2.8870, 4.7724, -2.0844)  0.175
H (-3.0460, 0.1064, -0.3379)  0.020
H (-3.7474, -0.7219, -2.6403)  0.111
H (-2.2934, -0.2620, -3.5861)  0.090
H (1.5273, 2.0917, -2.0099)  0.083
H (1.5093, 5.3056, -1.4124)  0.182
H (-1.6594, 4.6861, 3.1550)  0.177
H (-0.1851, -2.5838, -2.5579)  0.107
H (-0.2715, -2.5113, -5.1030)  0.089
H (4.4282, -0.7918, 0.1028)  0.089
H (-2.3944, -3.5846, -1.1686)  0.076
H (-1.1905, -4.0017, -5.6313)  0.106
H (-3.3907, 2.0165, 1.4507)  0.082
H (-0.2216, -0.9411, 3.3715)  0.098
H (-1.1930, 3.5466, -2.4581)  0.082
H (4.3609, -1.3552, 1.6706)  0.099
H (0.3611, 3.6659, 2.2771)  0.096
H (-4.6126, 3.1565, 0.8505)  0.118
H (-1.7259, 3.0074, 3.0049)  0.110
H (6.0404, -4.0619, -0.8031)  0.187
H (-1.1117, -4.8210, -1.0334)  0.094
H (-0.4744, -2.9806, 4.6941)  0.101
H (4.1508, 5.5737, 0.0622)  0.111
H (-0.5607, -1.9657, 6.1291)  0.100
H (-0.6096, 3.1370, 0.8567)  0.083
H (2.4349, 1.4689, -0.6931)  0.094
H (-4.1271, 1.3531, -4.4116)  0.193
H (3.3744, -3.8160, -1.9179)  0.083

Forces on the atoms, in the same order (eV/Å):
O 0.17 -1.14 0.35
O -0.61 0.73 0.68
O -0.11 1.76 -0.87
O -0.83 2.20 0.37
O -0.18 -0.13 0.31
O 1.47 0.13 -1.25
O -0.62 -0.13 0.30
O -0.54 -0.71 0.41
O 0.07 0.56 -0.18
O -0.93 1.72 -0.82
O -0.71 -0.26 0.43
O 0.26 0.87 -1.13
O 0.36 -1.06 0.53
O 0.72 0.11 -1.17
O -0.02 0.25 -0.56
O -0.97 -0.16 -0.43
O 0.41 0.97 -1.22
O 0.63 1.28 1.21
O 0.78 1.01 -1.00
O 1.05 -0.05 0.25
O 0.83 -1.45 -1.24
N 1.21 -1.53 1.13
N -0.43 -0.21 -0.91
N -1.98 0.06 0.36
N -1.88 -1.08 0.56
N 1.11 0.81 -0.14
N 0.53 0.38 -1.66
C 0.99 0.86 0.18
C 1.22 -3.62 -1.99
C 0.64 -3.80 1.84
C 0.26 0.50 0.67
C 1.44 -1.33 0.24
C -0.73 -0.54 -0.29
C -1.00 -0.27 1.82
C -0.01 -0.40 0.91
C -1.36 0.26 -1.29
C -2.64 2.89 3.21
C 0.82 0.68 -1.34
C -0.32 -0.08 -0.09
C 0.26 -0.73 0.63
C 1.08 0.49 0.06
C -1.16 -1.00 2.68
C 2.36 -0.15 0.68
C 0.15 3.09 -0.83
C -0.33 0.12 -0.75
C 2.03 0.11 0.50
C 0.82 1.20 0.57
C 0.64 0.61 0.42
C -0.31 0.75 -1.19
C -2.03 -0.69 1.25
H 0.27 -0.14 -0.26
H 0.34 0.29 -0.25
H -0.44 -1.21 -0.70
H -0.63 -0.76 -0.31
H -0.50 0.50 0.04
H 0.17 -0.35 -0.38
H 0.02 -0.16 -0.47
H -0.11 0.65 -0.41
H -0.06 0.15 -0.30
H 0.24 0.15 0.04
H -0.28 -0.38 -0.08
H -0.31 0.14 -0.08
H -0.43 0.39 0.17
H -0.06 -0.39 0.54
H -0.54 -0.17 0.32
H -0.43 0.38 0.18
H 0.11 -0.31 0.37
H -0.33 -0.17 0.15
H 0.12 -0.58 0.80
H 0.44 0.07 0.31
H 0.18 0.28 -0.07
H 0.04 0.18 0.01
H 0.09 -0.14 -0.40
H -0.03 0.23 -0.09
H 0.36 -0.35 -0.22
H -0.14 -0.22 -0.10
H 0.36 -0.37 0.74
H -0.65 0.49 -0.20
H -0.52 0.25 -0.83
H -0.04 0.35 -0.28
H -0.17 -0.15 0.12
H 0.19 -0.11 0.18
H 0.62 0.45 -0.09
H 0.36 -0.60 0.41
H -0.41 -0.31 -0.76
H 0.06 0.21 -0.28
H 0.37 -0.15 0.28
H 0.02 0.08 0.11
H -0.65 0.05 -0.58
H -0.52 0.42 -0.46
H -0.34 -0.22 0.17
H 0.37 -0.01 -0.44
H 0.05 0.06 -0.07
H -0.19 -1.15 0.72
H -0.23 -0.50 0.62
H 0.18 0.14 0.08
H -0.15 0.10 -0.27
H -0.43 -0.79 0.10
H -0.04 -0.17 0.03
H 0.21 0.09 -0.19
H 0.12 0.06 0.07
H 0.98 -0.09 -0.50
H -0.23 -0.05 0.31

Properties
Net charge: +1
Orbital gap, eV: 4.08
E_LUMO, eV: -4.1
Relative energy (zero: lowest compared OMol25 entry of this formula, charge and spin), eV: 5.768